ORCA calculation (ωB97M-V/def2-TZVPD) on a 2-piece molecular cluster, C6H13NO overall at a distorted geometry.

XYZ file:
```
21
Properties=species:S:1:pos:R:3:lowdin_charge:R:1
O 1.710 0.450 -1.935 -0.3621
N 0.749 2.137 0.238 -0.0051
C -0.598 1.592 0.339 -0.2740
C -0.495 -1.976 1.234 -0.1357
C 0.470 -1.380 1.965 0.1180
C -0.946 -1.648 -0.062 0.0279
C -0.952 0.746 -0.893 -0.1391
C -0.260 -0.664 -0.841 -0.2332
H -0.366 1.187 -1.696 0.0892
H -1.238 2.459 0.456 0.1032
H 1.240 -0.756 1.528 0.0762
H -2.035 0.697 -1.011 0.1082
H 2.358 -0.016 -2.476 -0.0798
H -1.058 -2.749 1.770 0.1103
H 0.413 -1.321 3.039 0.0805
H 1.498 1.519 0.506 0.0439
H -0.607 0.988 1.238 0.0883
H 0.973 2.415 -0.709 0.0548
H -1.589 -2.413 -0.476 0.1201
H 0.673 -0.397 -0.336 0.0737
H 0.058 -0.870 -1.879 0.1346
```

As for the total charge: 0. The largest force on an atom is 2.656 eV Å⁻¹. The energy is -9964.36402 eV.



ORCA calculation (ωB97M-V/def2-TZVPD) on a 2-piece molecular cluster, C6H13NO overall at a distorted geometry.

XYZ file:
```
21
Properties=species:S:1:pos:R:3:lowdin_charge:R:1
O -1.706 0.380 1.590 0.0141
N -1.216 2.242 -1.266 0.1707
C 1.798 -0.421 -1.186 -0.1122
C 1.662 0.202 1.259 -0.1182
C -1.880 -1.188 -0.303 -0.0358
C -1.759 0.224 0.223 -0.4387
C 1.705 0.715 -0.175 -0.3123
C -1.569 1.365 -0.617 -0.2617
H -1.047 -1.812 0.016 0.0759
H 0.834 -0.487 1.401 0.0501
H 2.574 1.366 -0.292 0.1033
H 2.585 -0.321 1.507 0.0699
H -2.873 0.646 -0.106 0.1876
H 1.825 -0.025 -2.198 0.0703
H 0.822 1.314 -0.380 0.0534
H 1.535 1.028 1.955 0.0720
H -1.913 -1.177 -1.389 0.0957
H -2.801 -1.638 0.072 0.0853
H -2.218 -0.319 2.014 0.1123
H 2.700 -1.008 -1.020 0.0704
H 0.941 -1.085 -1.104 0.0478
```

As for the total charge: 0. As for the SMILES: C[C@@H](O)C#N.CCC. The largest force on an atom is 5.591 eV Å⁻¹. The energy is -9967.94342 eV.



ORCA calculation (ωB97M-V/def2-TZVPD) on a 2-piece molecular cluster, C6H13NO overall at a distorted geometry.

XYZ file:
```
21
Properties=species:S:1:pos:R:3:lowdin_charge:R:1
O -2.914 2.458 -1.069 -0.0707
N 1.466 0.486 -1.667 -0.1194
C -0.814 -2.765 2.026 0.0070
C -0.112 -0.571 1.189 -0.1338
C 0.117 0.395 -1.088 -0.2626
C -0.048 -0.739 -0.127 -0.1000
C 2.467 0.976 -0.704 -0.1298
C -0.332 -1.541 2.260 -0.1799
H 2.809 1.951 -1.063 0.0646
H -0.133 0.448 1.578 0.1055
H -0.993 -3.495 2.800 0.0483
H 2.128 1.160 0.311 0.0659
H -1.155 -2.995 1.027 0.0520
H -0.619 0.377 -1.897 0.1069
H -0.093 1.363 -0.624 0.1068
H 1.758 -0.383 -2.086 0.0873
H -3.711 2.052 -1.430 0.0316
H -0.048 -1.245 3.259 0.0892
H 3.344 0.332 -0.749 0.0733
H -0.091 -1.675 -0.676 0.1088
H -3.027 3.412 -1.270 0.0490
```

As for the total charge: 0. As for the SMILES: C=C/C=C/CNC.O. The largest force on an atom is 1.473 eV Å⁻¹. The energy is -9968.47285 eV.



ORCA calculation (ωB97M-V/def2-TZVPD) on a single C6H13NO molecule at a distorted geometry.

XYZ file:
```
21
Properties=species:S:1:pos:R:3:lowdin_charge:R:1
O -0.713 -0.366 -1.770 -0.0304
N 0.826 1.659 -0.352 0.0180
C -0.139 -0.678 -0.431 -0.6058
C 1.204 -1.251 -0.549 -0.0896
C -1.012 -1.791 0.224 -0.0149
C -0.119 0.522 0.462 -0.2591
C -1.526 1.122 0.499 -0.0294
C 1.610 2.225 0.424 -0.1270
H -1.616 2.071 0.856 0.0509
H -1.939 0.929 -0.423 0.0564
H -1.969 0.458 1.220 0.0742
H -0.339 -2.715 0.255 0.0941
H 1.836 -0.470 -1.059 0.0852
H -1.784 -2.191 -0.409 0.0790
H 1.279 -2.225 -1.245 0.1356
H 1.706 2.011 1.507 0.0744
H -1.376 -1.596 1.217 0.0703
H 1.715 -1.581 0.403 0.1061
H 0.320 0.456 1.467 0.1314
H -0.251 0.384 -2.135 0.0717
H 2.285 3.028 -0.160 0.1091
```

As for the total charge: 0. As for the SMILES: C=N[C@@H](C)C(C)(C)O. The largest force on an atom is 4.898 eV Å⁻¹. The energy is -9968.13637 eV.



Number 1: molecular weight 115.176 g mol⁻¹. Number 2: molecular weight 115.176 g mol⁻¹. Number 3: molecular weight 115.176 g mol⁻¹. Number 4: molecular weight 115.176 g mol⁻¹.